1.
Molecular formula: C4H8O
Method: DFT, ωB97M-V/def2-TZVPD

Summary:
2S+1: 1
Frontier orbital gap, eV: 11.30
SMILES string: CC[C@H]1CO1
M, g/mol: 72.11
E, eV: -6323.847
Lowest unoccupied orbital energy, eV: 1.17
Net charge: 0

Geometry (Å):
O: 1.595 -1.167 -0.495
C: -1.649 0.564 0.135
C: 0.634 -0.129 -0.546
C: 1.910 0.047 0.158
C: -0.628 -0.542 0.160
H: -1.818 0.858 -0.904
H: -2.592 0.249 0.580
H: -0.384 -0.840 1.191
H: 0.611 0.383 -1.522
H: -1.251 1.428 0.672
H: -1.045 -1.450 -0.307
H: 2.691 0.596 -0.365
H: 1.927 0.003 1.244

Atomic partial charges in e from the natural (NBO) method, atoms 1 to 8: -0.50, -0.60, 0.05, -0.11, -0.42, 0.20, 0.21, 0.21

---

2.
Molecular formula: C5H10N5
Method: DFT, ωB97M-V/def2-TZVPD

Summary:
2S+1: 1
Frontier orbital gap, eV: 8.84
SMILES string: [H]/N=C\N/C=C\C(N)=C=[NH+]N
M, g/mol: 140.17
E, eV: -12786.803
Lowest unoccupied orbital energy, eV: -4.03
Net charge: +1

Geometry (Å):
N: 0.743 -1.061 -1.744
N: 2.773 0.253 0.439
N: -2.111 -1.184 0.346
N: -1.479 1.196 0.377
N: 0.317 -2.135 -0.934
C: -1.351 -0.191 0.461
C: 1.617 0.630 -0.089
C: -0.388 2.047 0.695
C: 1.315 0.001 -1.319
C: 0.912 1.741 0.556
H: -2.436 1.627 0.424
H: 1.652 2.392 0.972
H: 0.784 -1.213 -2.696
H: -2.977 -1.234 -0.072
H: 0.523 -1.982 0.039
H: -0.452 -0.339 0.898
H: -0.820 3.043 1.090
H: 3.455 -0.333 -0.038
H: 3.053 0.546 1.442
H: -0.757 -2.298 -1.228

Atomic partial charges in e from the natural (NBO) method, atoms 1 to 8: -0.28, -0.74, -0.67, -0.61, -0.63, 0.30, 0.21, 0.13

---

3.
Molecular formula: C41H35AuN4O5PS2Te
Method: DFT, ωB97M-V/def2-TZVPD

Summary:
2S+1: 3
Frontier orbital gap (alpha / beta), eV: 7.59 / 6.20
M, g/mol: 1083.43
E, eV: -101220.537
Lowest unoccupied orbital energy (alpha / beta), eV: -2.27 / -4.35
Net charge: +1

Geometry (Å):
Au: 0.054 1.052 0.529
Te: -0.891 -0.031 -1.986
S: -2.021 3.323 1.557
S: 1.045 -0.402 -4.583
P: 2.270 0.519 0.482
O: -1.359 -1.245 0.554
O: -2.740 2.508 2.511
O: -0.848 0.962 3.861
O: -0.877 4.038 2.037
O: -2.027 2.342 -2.012
N: 0.292 1.025 3.082
N: -2.859 -4.058 1.837
N: -2.329 -3.307 0.798
N: -1.621 2.382 0.260
C: 3.219 0.490 2.041
C: 4.080 3.865 -2.107
C: -4.536 5.804 -1.167
C: 3.813 2.847 0.059
C: -4.024 -3.607 -0.931
C: 0.731 1.951 -5.506
C: -4.571 6.161 0.179
C: 2.829 1.827 -1.885
C: -2.175 2.837 -0.890
C: 1.372 0.778 -5.771
C: -2.688 -3.524 -0.562
C: 0.045 0.682 -3.692
C: -1.792 -2.139 1.305
C: 4.978 0.470 4.218
C: -3.845 5.450 1.128
C: 4.590 0.299 1.867
C: -4.351 -3.792 -2.267
C: -1.682 -3.602 -1.511
C: -3.777 4.724 -1.603
C: -0.033 1.901 -4.308
C: 3.181 -3.595 -1.342
C: -1.913 -2.242 2.722
C: -2.547 -3.423 2.991
C: 3.723 -1.255 -1.182
C: -3.348 -3.862 -3.227
C: 3.980 -2.518 -1.701
C: 1.843 -2.150 0.036
C: 2.114 -3.412 -0.472
C: 3.072 1.818 -0.510
C: -3.100 4.384 0.671
C: 3.336 2.840 -2.681
C: -3.058 4.019 -0.659
C: 3.619 0.632 4.409
C: 1.310 0.766 3.789
C: 5.469 0.291 2.935
C: -2.873 -4.047 4.304
C: 4.313 3.868 -0.741
C: -3.119 -5.481 1.689
C: 2.716 0.649 3.344
C: -2.016 -3.760 -2.848
C: 2.657 -1.068 -0.306
H: 4.981 0.155 0.867
H: 6.527 0.143 2.765
H: 4.344 -0.417 -1.475
H: -0.604 2.725 -3.903
H: 2.017 0.544 -6.605
H: 0.798 2.823 -6.141
H: 5.649 0.471 5.068
H: -0.647 -3.523 -1.200
H: -3.606 -3.999 -4.269
H: -1.534 1.467 3.380
H: -1.605 -1.491 3.430
H: -4.073 -5.731 2.150
H: -5.391 -3.865 -2.560
H: 1.142 0.608 4.852
H: -3.176 -5.723 0.633
H: 0.990 -1.992 0.690
H: 3.390 -4.580 -1.743
H: -3.864 5.723 2.175
H: 3.234 0.742 5.416
H: 4.806 -2.659 -2.385
H: 3.144 2.831 -3.747
H: -3.924 -4.338 4.352
H: 4.476 4.661 -2.726
H: 1.490 -4.253 -0.196
H: 2.245 1.037 -2.337
H: -2.672 -3.340 5.105
H: -5.108 6.379 -1.884
H: -2.328 -6.080 2.144
H: 4.886 4.669 -0.290
H: -1.232 -3.811 -3.594
H: -4.796 -3.521 -0.176
H: -2.270 -4.942 4.475
H: -5.172 7.004 0.494
H: 3.995 2.866 1.127
H: -3.743 4.432 -2.644

Atomic partial charges in e from the Löwdin method, atoms 1 to 8: 0.68, 1.43, 0.64, 0.93, 0.96, -0.22, -0.29, -0.05

---

4.
Molecular formula: H14O7
Method: DFT, ωB97M-V/def2-TZVPD

Summary:
2S+1: 1
Frontier orbital gap, eV: 10.45
SMILES string: O.O.O.O.O.O.O
M, g/mol: 126.10
E, eV: -14559.282
Lowest unoccupied orbital energy, eV: -0.08
Net charge: 0

Geometry (Å):
O: -4.648 30.647 14.590
O: -5.804 28.801 10.770
O: -6.975 30.343 13.201
O: -8.607 27.625 12.449
O: -5.275 31.769 11.433
O: -6.317 27.413 14.353
O: -9.183 29.621 14.834
H: -5.429 27.227 14.117
H: -4.270 30.233 15.355
H: -5.940 32.389 11.110
H: -7.512 30.405 14.013
H: -6.105 30.093 13.570
H: -5.438 31.624 12.335
H: -3.872 31.124 14.255
H: -6.196 27.896 15.203
H: -5.590 27.885 10.959
H: -7.693 27.384 12.445
H: -8.694 28.560 12.609
H: -9.824 28.920 15.070
H: -9.704 29.960 14.125
H: -6.249 29.057 11.572

Atomic partial charges in e from the natural (NBO) method, atoms 1 to 8: -0.95, -0.93, -0.99, -0.95, -0.94, -0.93, -0.94, 0.46

---

5.
Molecular formula: C23H21IrN12
Method: DFT, ωB97M-V/def2-TZVPD

Summary:
2S+1: 1
Frontier orbital gap (alpha / beta), eV: 6.68 / 6.69
M, g/mol: 657.72
E, eV: -44908.998
Lowest unoccupied orbital energy (alpha / beta), eV: -1.17 / -1.17
Net charge: 0

Geometry (Å):
Ir: -0.492 0.109 0.408
N: -2.740 -2.248 3.192
N: 1.764 0.868 0.382
N: -1.672 -0.800 2.055
N: -2.677 -1.182 3.967
N: -0.247 3.109 1.437
N: -1.039 3.220 3.429
N: -2.161 -2.043 2.070
N: -2.875 0.938 -0.405
N: -0.665 1.877 1.734
N: -0.471 3.878 2.432
N: -1.747 0.977 3.704
N: 0.920 -1.692 0.802
C: -2.830 2.392 -0.512
C: -2.016 -0.278 3.251
C: 4.952 -0.974 0.010
C: -3.052 0.350 -1.734
C: -1.168 1.974 2.986
C: 1.305 -4.042 0.680
C: 2.656 -3.847 0.475
C: -0.583 -0.076 -1.705
C: -1.744 0.151 -2.450
C: 4.400 1.420 -0.328
C: 2.136 2.090 0.051
C: 2.673 -0.133 0.330
C: -0.554 -0.222 -4.506
C: 0.478 -2.939 0.863
C: 0.576 -0.411 -2.402
C: 3.151 -2.539 0.408
C: 2.230 -1.472 0.540
C: 4.529 -2.246 0.195
C: 3.437 2.408 -0.329
C: -1.719 0.104 -3.837
C: -3.979 0.550 0.465
C: 0.591 -0.502 -3.782
C: 4.031 0.112 0.010
H: 3.332 -4.683 0.359
H: -2.721 2.836 0.473
H: 1.372 2.856 0.120
H: -2.049 1.198 4.639
H: 5.425 1.634 -0.597
H: 5.996 -0.753 -0.158
H: 0.883 -5.033 0.725
H: 5.227 -3.070 0.176
H: -2.626 0.308 -4.392
H: -3.513 -0.638 -1.619
H: -4.941 0.852 0.033
H: -1.983 2.692 -1.126
H: -0.545 -0.271 -5.586
H: 1.501 -0.790 -4.289
H: 1.495 -0.629 -1.876
H: -3.982 -0.530 0.605
H: 3.675 3.423 -0.599
H: -0.575 -3.064 1.086
H: -3.757 2.782 -0.957
H: -3.875 1.031 1.435
H: -3.735 0.969 -2.338

Atomic partial charges in e from the natural (NBO) method, atoms 1 to 8: 1.15, -0.08, -0.43, -0.44, -0.36, -0.16, -0.36, -0.16